This record from the Open Molecules 2025 dataset describes the molecule C5H9NO. The level of theory is the ωB97M-V functional and the def2-TZVPD basis.

lowest unoccupied orbital energy	0.8	eV

The geometry in XYZ format:
```
16
Properties=species:S:1:pos:R:3:forces:R:3:nbo_charge:R:1
C 0.370557 1.600669 0.376470 0.0 0.0 0.0 -0.649
C 0.616913 0.155628 0.784704 0.2 0.1 -0.2 0.078
O -0.051920 -0.159391 1.995294 -0.2 0.1 0.0 -0.705
C 0.186461 -0.904873 -0.257463 -0.4 0.0 0.4 -0.113
C -1.176533 -0.724378 -0.895272 0.0 0.0 0.0 -0.646
C 1.362360 -0.524080 -1.571388 0.1 -0.9 0.0 0.141
N 1.362942 -1.704668 -1.393361 0.1 0.9 -0.2 -0.376
H 0.877732 1.835562 -0.562024 -0.1 0.0 0.2 0.244
H 0.735537 2.269211 1.161356 0.0 -0.1 -0.1 0.226
H -0.702606 1.791570 0.243225 0.1 0.0 0.0 0.198
H 1.681252 0.001285 0.987871 -0.1 0.0 -0.1 0.197
H -0.912595 0.278373 1.985802 0.1 -0.1 0.1 0.465
H 0.225195 -1.851326 0.282314 0.0 0.1 -0.1 0.262
H -1.418853 -1.583503 -1.525622 0.1 0.1 0.1 0.236
H -1.222667 0.180123 -1.508154 0.0 -0.1 0.1 0.224
H -1.933776 -0.660202 -0.103754 0.1 0.0 -0.1 0.218
```
Forces are in eV/Å.

This record from the Open Molecules 2025 dataset describes a structure of composition C5H9NO. The level of theory is the ωB97M-V functional and the def2-TZVPD basis.

lowest unoccupied orbital energy	0.8	eV

The geometry in XYZ format:
```
16
Properties=species:S:1:pos:R:3:forces:R:3:nbo_charge:R:1
C 0.749981 -0.553495 1.332864 0.0 0.0 0.1 -0.592
C -0.007958 0.077725 0.165819 0.1 0.3 0.1 -0.154
C -0.981093 1.158320 0.603440 -0.1 0.1 0.1 -0.600
C 0.911618 0.401945 -1.039219 0.5 1.0 0.7 -0.049
O 0.631032 -0.798390 -1.730817 -1.5 -0.2 1.8 -0.586
C -0.559254 -0.941005 -0.764438 1.3 -0.2 -2.0 0.536
N -1.529551 -1.591637 -1.198739 1.2 0.3 0.1 -0.611
H 1.438224 -1.332251 0.986300 -0.1 0.2 0.0 0.224
H 1.324202 0.225922 1.843719 0.0 -0.1 0.0 0.214
H 0.056895 -0.999199 2.054692 0.1 0.1 -0.1 0.220
H -1.695968 0.775792 1.338045 0.1 0.0 -0.1 0.223
H -0.419070 1.974950 1.067075 -0.1 0.0 0.0 0.215
H -1.543779 1.563426 -0.244548 0.1 -0.1 0.1 0.221
H 1.959994 0.490462 -0.783563 0.3 0.1 0.0 0.177
H 0.578196 1.283331 -1.597001 0.0 0.0 0.0 0.172
H -0.913468 -1.735894 -2.033628 -2.0 -1.4 -0.8 0.390
```
Forces are in eV/Å.

This record from the Open Molecules 2025 dataset describes a cluster of 2 separate species, C5H9NO in total. The level of theory is the ωB97M-V functional and the def2-TZVPD basis.

lowest unoccupied orbital energy	1.0	eV
structure (SMILES)	[H]/N=C1/CC=CCO1.[H][H]

The geometry in XYZ format:
```
16
Properties=species:S:1:pos:R:3:forces:R:3:nbo_charge:R:1
H -2.861731 0.387624 1.586332 0.0 0.1 0.0 0.346
N -2.503011 0.806774 0.727176 0.3 -0.2 0.0 -0.684
C -1.424090 0.239292 0.390826 -0.2 0.2 -0.1 0.573
C -0.729672 0.651728 -0.891260 -0.1 -0.1 0.0 -0.542
C 0.497907 -0.138736 -1.218462 0.1 -0.1 0.0 -0.158
C 1.023470 -1.002522 -0.364067 -0.1 0.0 -0.1 -0.237
C 0.450708 -1.161061 1.011075 0.2 -0.1 -0.1 -0.100
O -0.927038 -0.806477 1.106003 -0.1 0.1 0.0 -0.510
H -1.444930 0.495798 -1.703569 -0.1 0.1 0.1 0.250
H -0.561455 1.738569 -0.854610 0.1 -0.3 0.0 0.247
H 0.965271 0.062424 -2.180096 -0.1 -0.2 0.1 0.213
H 1.910726 -1.580796 -0.609891 -0.1 0.1 0.1 0.217
H 1.009611 -0.556714 1.746128 0.0 -0.1 -0.2 0.184
H 0.508898 -2.202229 1.336626 0.0 0.1 0.0 0.202
H 1.894982 1.753851 -0.294614 0.1 0.3 0.0 -0.005
H 2.190355 1.312473 0.212402 0.2 0.1 0.2 0.002
```
Forces are in eV/Å.

This record from the Open Molecules 2025 dataset describes a structure of composition C5H9NO. The level of theory is the ωB97M-V functional and the def2-TZVPD basis.

lowest unoccupied orbital energy	0.8	eV

The geometry in XYZ format:
```
16
Properties=species:S:1:pos:R:3:forces:R:3:nbo_charge:R:1
C 0.424355 -0.082363 -0.584282 -3.8 0.9 5.9 0.108
C -0.780590 -1.054383 -0.296325 -1.5 6.7 0.2 -0.074
C -0.198236 0.587941 1.180535 -2.7 0.5 0.6 0.039
C 0.991010 -0.206068 0.868717 0.5 -4.3 -1.3 -0.436
C -0.221115 1.281647 -0.126801 1.4 3.0 -0.7 -0.436
H 0.371461 -0.885961 -2.495444 3.6 2.8 3.0 0.342
H 1.814333 0.228016 -1.950369 2.7 2.5 -1.6 0.382
H -1.460820 -0.861557 -1.108919 -0.6 -1.0 -0.3 0.190
H -0.552430 -1.985429 0.038144 0.4 -2.7 0.7 0.190
H -0.164988 1.206122 2.041862 -0.9 0.1 1.2 0.194
H 1.882631 0.294717 1.139824 1.1 0.4 0.0 0.216
H 1.060610 -1.426327 0.969367 0.2 3.2 1.0 0.199
H -1.363423 1.597157 -0.340636 3.1 -0.1 -0.2 0.240
H 0.696190 2.082282 -0.122277 -2.5 -1.3 -0.6 0.179
N 1.119848 -0.306065 -1.624942 -2.9 -7.2 -7.9 -0.794
O -1.426880 -0.158400 0.868997 1.8 -3.4 0.0 -0.539
```
Forces are in eV/Å.

This record from the Open Molecules 2025 dataset describes a cluster of 2 separate species, C5H9NO in total. The level of theory is the ωB97M-V functional and the def2-TZVPD basis.

lowest unoccupied orbital energy	0.7	eV
structure (SMILES)	Cc1ccc[nH]1.O

The geometry in XYZ format:
```
16
Properties=species:S:1:pos:R:3:forces:R:3:nbo_charge:R:1
C -2.309015 0.650699 -0.251030 0.0 0.8 0.6 -0.652
C -1.068199 0.023818 -0.718002 0.8 -1.9 -2.8 0.122
C 0.147827 -0.399378 -0.251315 -0.1 0.8 0.4 -0.295
C 0.991267 -0.780598 -1.360219 -1.4 -1.0 0.2 -0.295
C 0.131592 -0.913331 -2.434032 2.4 0.5 0.5 -0.059
N -1.080131 -0.422468 -2.077273 -0.9 1.3 0.9 -0.536
H -2.022187 1.234845 0.629824 -0.8 -0.5 0.4 0.232
H -3.117185 -0.078287 -0.163565 0.1 0.1 0.7 0.228
H -2.712361 1.420410 -0.923703 0.4 -0.2 -0.3 0.216
H 0.352942 -0.590951 0.788879 0.4 0.6 0.2 0.216
H 2.048820 -0.974262 -1.277069 -0.1 -0.5 -0.2 0.220
H 0.367649 -1.309891 -3.409146 -0.2 0.3 -0.1 0.210
H -1.533797 0.202550 -2.722411 -0.5 -0.4 -0.4 0.393
O 2.671303 1.167120 5.213426 -0.1 0.1 -0.5 -0.932
H 3.416768 0.797473 4.729246 0.1 -0.1 0.2 0.466
H 2.157711 1.591659 4.510936 0.0 -0.1 0.3 0.466
```
Forces are in eV/Å.

This record from the Open Molecules 2025 dataset describes a structure of composition C5H9NO. The level of theory is the ωB97M-V functional and the def2-TZVPD basis.

lowest unoccupied orbital energy	0.6	eV

The geometry in XYZ format:
```
16
Properties=species:S:1:pos:R:3:forces:R:3:nbo_charge:R:1
C 0.921060 0.243260 1.235360 0.1 -0.1 0.0 -0.650
C -0.208365 -0.065910 0.267837 0.0 0.0 0.3 0.100
C -1.510999 0.548774 0.760223 0.0 0.0 0.0 -0.642
N 0.067482 0.259149 -1.205636 -0.2 -0.2 -0.1 -0.163
C 0.922053 -0.956494 -1.339737 0.3 -0.2 0.1 -0.274
C -0.285761 -1.477570 -0.463932 0.3 -0.2 0.4 -0.105
O -1.074931 -0.646743 -1.537617 0.2 1.3 -0.6 -0.390
H 0.615565 -0.098513 2.230060 0.0 0.0 -0.2 0.240
H 1.099789 1.323681 1.305508 0.0 -0.1 0.0 0.210
H 1.861521 -0.256745 0.997469 -0.1 0.1 0.0 0.217
H -1.375386 1.600060 1.045632 0.0 -0.1 0.0 0.200
H -1.839034 0.002181 1.650595 0.1 0.0 -0.1 0.234
H -2.298269 0.475997 0.010189 0.1 0.0 0.1 0.244
H 0.250995 1.204869 -1.634537 -0.7 -0.6 -0.1 0.380
H 0.919541 -1.308835 -2.373771 0.0 0.0 0.2 0.213
H 1.934737 -0.847160 -0.947645 -0.1 0.0 0.1 0.185
```
Forces are in eV/Å.

The following electronic energy values (in hartree) correspond, in order, to the records above: -325.8118 -325.8431 -325.8423 -325.7045 -325.8755 -325.6580.
The following largest force on an atom values (in hartree/bohr) correspond, in order, to the records above: 0.0185 0.0505 0.0068 0.2157 0.0682 0.0285.
The following relative energy (zero: lowest compared OMol25 entry of this formula, charge and spin) values (in kJ/mol) correspond, in order, to the records above: 330.2 248.1 250.2 611.9 162.9 734.0.